Here is an isolated molecule of C2H4N2S at a distorted geometry from OMol25. Energies are from ωB97M-V/def2-TZVPD.

The calculation puts the LUMO energy at -0.89 eV. The calculation puts the HOMO energy at -9.3 eV. The value obtained for the energy above the lowest of the compared OMol25 structures with the same formula, charge and spin is 16.2 kcal/mol. The value obtained for the frontier orbital gap is 0.308 Ha. The net charge is 0.

Last column: natural (NBO) charge in e.
CARTESIAN COORDINATES (ANGSTROEM)
H  -1.11  -1.74  -0.09  0.33
N  -1.40  -0.79  -0.09  -0.67
C  -0.39  0.00  0.11  0.36
N  -0.38  1.35  -0.01  -0.81
C  1.01  -0.69  0.04  -0.33
S  2.43  0.03  -0.03  0.10
H  -1.33  1.78  -0.08  0.41
H  0.47  1.83  0.01  0.41
H  0.72  -1.77  0.14  0.19